Record 1
C36H62BInN4O2Se2Si2Te as an isolated structure. Source: OMol25; level of theory: the ωB97M-V functional and the def2-TZVPD basis.

Its LUMO energy is -4.60 eV. As for the spin multiplicity: 1. The HOMO energy comes out at -12.48 eV. As for the net charge: +2. The energy above the lowest of the compared OMol25 structures with the same formula, charge and spin comes out at 0.0 kcal/mol.

Atoms and positions in Å:
1 In -0.575 -0.792 -0.533
2 C 0.293 -2.948 -2.878
3 N -0.308 -3.068 -1.544
4 C 0.485 -3.944 -0.667
5 C 1.129 -3.264 0.524
6 C 1.988 -4.005 1.322
7 C 2.545 -3.425 2.448
8 C 2.242 -2.102 2.738
9 C 1.402 -1.417 1.889
10 N 0.845 -1.989 0.806
11 C -1.696 -3.573 -1.665
12 C -2.405 -3.508 -0.338
13 C -3.285 -4.477 0.107
14 C -3.896 -4.298 1.342
15 C -3.603 -3.167 2.089
16 C -2.715 -2.245 1.566
17 N -2.132 -2.418 0.379
18 C -0.220 -1.743 -3.626
19 C -0.041 -1.617 -4.995
20 C -0.494 -0.469 -5.624
21 C -1.119 0.517 -4.871
22 C -1.260 0.315 -3.514
23 N -0.818 -0.795 -2.906
24 H 0.106 -3.850 -3.473
25 H 1.374 -2.852 -2.769
26 H 1.269 -4.447 -1.237
27 H -0.151 -4.741 -0.276
28 H 2.208 -5.032 1.056
29 H 3.207 -3.995 3.087
30 H 2.646 -1.605 3.609
31 H 1.160 -0.374 2.053
32 H -1.694 -4.595 -2.059
33 H -2.225 -2.945 -2.384
34 H -3.488 -5.351 -0.498
35 H -4.590 -5.040 1.717
36 H -4.050 -2.995 3.059
37 H -2.463 -1.340 2.110
38 H 0.445 -2.407 -5.552
39 H -0.366 -0.346 -6.692
40 H -1.496 1.423 -5.326
41 H -1.732 1.054 -2.876
42 C -0.522 3.609 2.410
43 Se -0.387 1.676 2.547
44 C 0.399 1.567 4.340
45 C -0.575 0.978 5.342
46 Se -1.172 -0.798 4.759
47 C -1.046 -1.702 6.474
48 H 0.465 4.053 2.511
49 H -1.197 3.995 3.169
50 H -0.919 3.816 1.420
51 H 0.696 2.581 4.609
52 H 1.301 0.957 4.283
53 H -1.439 1.624 5.479
54 H -0.091 0.839 6.309
55 H -1.720 -1.239 7.188
56 H -0.024 -1.677 6.842
57 H -1.349 -2.735 6.319
58 C -4.579 0.989 1.742
59 C -4.405 1.195 0.246
60 C -5.720 1.013 -0.480
61 O -3.471 0.154 -0.205
62 B -2.229 0.708 -0.196
63 O -2.229 2.057 -0.034
64 C -3.632 2.496 -0.114
65 C -3.843 3.642 0.851
66 C -3.858 2.958 -1.544
67 H -4.967 -0.015 1.915
68 H -5.288 1.703 2.162
69 H -3.626 1.093 2.270
70 H -6.188 0.080 -0.166
71 H -5.585 0.986 -1.560
72 H -6.405 1.828 -0.237
73 H -3.548 3.377 1.866
74 H -4.896 3.932 0.861
75 H -3.265 4.510 0.531
76 H -3.725 2.138 -2.253
77 H -3.141 3.745 -1.781
78 H -4.864 3.358 -1.677
79 C 2.723 4.663 -3.178
80 Si 1.973 3.372 -2.055
81 C 0.109 3.409 -2.140
82 C 2.509 3.631 -0.280
83 C 2.570 1.699 -2.729
84 Te 2.242 -0.093 -1.617
85 C 3.724 0.228 -0.118
86 Si 5.337 -0.704 -0.476
87 C 6.539 -0.240 0.877
88 C 5.979 -0.202 -2.157
89 C 4.939 -2.536 -0.415
90 H 2.410 5.665 -2.873
91 H 2.411 4.524 -4.217
92 H 3.815 4.637 -3.152
93 H -0.258 4.426 -1.969
94 H -0.347 2.770 -1.383
95 H -0.265 3.094 -3.119
96 H 2.218 4.638 0.032
97 H 3.592 3.557 -0.145
98 H 2.018 2.927 0.400
99 H 3.651 1.690 -2.891
100 H 2.115 1.518 -3.708
101 H 3.302 -0.096 0.835
102 H 3.856 1.308 -0.058
103 H 6.780 0.826 0.845
104 H 7.478 -0.791 0.773
105 H 6.136 -0.463 1.868
106 H 6.249 0.858 -2.180
107 H 5.259 -0.391 -2.958
108 H 6.881 -0.770 -2.398
109 H 4.741 -2.860 0.611
110 H 5.776 -3.129 -0.792
111 H 4.066 -2.784 -1.027

These are the natural (NBO) partial charges, in e, on atoms 1 to 99:
1 In 1.395
2 C -0.264
3 N -0.480
4 C -0.264
5 C 0.234
6 C -0.232
7 C -0.129
8 C -0.187
9 C 0.041
10 N -0.571
11 C -0.262
12 C 0.186
13 C -0.190
14 C -0.134
15 C -0.241
16 C 0.082
17 N -0.528
18 C 0.225
19 C -0.231
20 C -0.112
21 C -0.240
22 C 0.065
23 N -0.551
24 H 0.221
25 H 0.247
26 H 0.236
27 H 0.241
28 H 0.242
29 H 0.246
30 H 0.238
31 H 0.233
32 H 0.216
33 H 0.240
34 H 0.231
35 H 0.243
36 H 0.247
37 H 0.229
38 H 0.243
39 H 0.247
40 H 0.249
41 H 0.227
42 C -0.769
43 Se 0.255
44 C -0.564
45 C -0.561
46 Se 0.209
47 C -0.772
48 H 0.228
49 H 0.228
50 H 0.242
51 H 0.238
52 H 0.214
53 H 0.227
54 H 0.233
55 H 0.232
56 H 0.222
57 H 0.235
58 C -0.634
59 C 0.245
60 C -0.630
61 O -0.798
62 B 0.611
63 O -0.802
64 C 0.262
65 C -0.638
66 C -0.639
67 H 0.221
68 H 0.231
69 H 0.221
70 H 0.229
71 H 0.223
72 H 0.229
73 H 0.225
74 H 0.232
75 H 0.227
76 H 0.204
77 H 0.229
78 H 0.235
79 C -1.115
80 Si 1.646
81 C -1.131
82 C -1.131
83 C -1.115
84 Te 0.579
85 C -1.116
86 Si 1.642
87 C -1.115
88 C -1.127
89 C -1.119
90 H 0.254
91 H 0.246
92 H 0.249
93 H 0.254
94 H 0.248
95 H 0.229
96 H 0.255
97 H 0.242
98 H 0.238
99 H 0.258

Record 2
A 3-piece molecular cluster, C36H63BrNO12P2S overall. Source: OMol25; level of theory: the ωB97M-V functional and the def2-TZVPD basis.

Its LUMO energy is -4.55 eV. As for the spin multiplicity: 1. The HOMO energy comes out at -10.95 eV. As for the net charge: +1. The energy above the lowest of the compared OMol25 structures with the same formula, charge and spin comes out at 0.0 kcal/mol.

Atoms and positions in Å:
1 C 6.258 1.300 -0.634
2 C 5.060 1.743 -1.498
3 C 5.404 1.925 -2.972
4 C 4.424 2.803 -3.783
5 C 3.391 1.984 -4.571
6 C 2.146 1.450 -3.906
7 C 1.626 1.802 -2.663
8 O 2.241 2.788 -1.958
9 C 1.672 4.076 -2.376
10 C 2.577 5.274 -2.062
11 O 2.073 6.138 -1.085
12 C 2.363 5.712 0.246
13 C 3.819 5.946 0.665
14 C 0.482 1.188 -2.116
15 C -0.015 1.525 -0.713
16 O -0.767 0.783 -0.134
17 O 0.438 2.650 -0.106
18 C 1.487 2.300 0.835
19 C -0.194 0.227 -2.888
20 C -1.468 -0.450 -2.411
21 C -2.602 0.560 -2.404
22 C -2.884 1.320 -3.532
23 C -3.902 2.260 -3.516
24 C -4.682 2.470 -2.389
25 C -5.772 3.510 -2.326
26 C -4.419 1.691 -1.264
27 C -3.402 0.757 -1.287
28 C 0.319 -0.076 -4.145
29 Br -0.597 -1.314 -5.213
30 N 1.447 0.515 -4.624
31 S 1.976 0.075 -6.232
32 H 6.338 1.902 0.272
33 H 7.200 1.423 -1.169
34 H 6.161 0.272 -0.290
35 H 4.302 0.955 -1.405
36 H 4.609 2.629 -1.055
37 H 5.598 0.981 -3.485
38 H 6.355 2.466 -3.000
39 H 5.048 3.274 -4.546
40 H 4.026 3.612 -3.192
41 H 3.101 2.555 -5.458
42 H 3.948 1.134 -4.962
43 H 1.535 4.010 -3.459
44 H 0.699 4.253 -1.920
45 H 2.639 5.868 -2.976
46 H 3.602 4.941 -1.865
47 H 1.699 6.278 0.896
48 H 2.089 4.661 0.328
49 H 3.937 6.852 1.251
50 H 4.443 6.061 -0.223
51 H 4.189 5.061 1.180
52 H 1.625 1.225 0.911
53 H 1.216 2.666 1.822
54 H 2.438 2.724 0.523
55 H -1.758 -1.289 -3.031
56 H -1.310 -0.847 -1.414
57 H -2.322 1.203 -4.453
58 H -4.090 2.865 -4.396
59 H -5.488 4.377 -2.919
60 H -5.857 3.841 -1.291
61 H -6.747 3.112 -2.603
62 H -5.001 1.806 -0.359
63 H -3.183 0.172 -0.403
64 H 2.923 -0.831 -5.926
65 O -3.886 -2.723 -0.971
66 P -4.451 -3.914 -0.304
67 O -3.631 -4.191 1.051
68 C -3.674 -3.223 2.104
69 C -5.006 -3.218 2.831
70 O -3.928 -5.168 -1.195
71 C -3.275 -4.951 -2.440
72 C -1.774 -4.922 -2.250
73 O -5.821 -4.659 0.085
74 C -7.072 -4.144 -0.435
75 C -7.128 -4.208 -1.947
76 H -3.448 -2.230 1.703
77 H -2.875 -3.490 2.795
78 H -5.804 -2.836 2.190
79 H -4.956 -2.583 3.716
80 H -5.283 -4.227 3.132
81 H -3.629 -4.034 -2.912
82 H -3.555 -5.776 -3.097
83 H -1.498 -4.204 -1.477
84 H -1.269 -4.652 -3.180
85 H -1.402 -5.895 -1.926
86 H -7.214 -3.118 -0.086
87 H -7.860 -4.752 0.003
88 H -6.389 -3.539 -2.399
89 H -8.113 -3.909 -2.305
90 H -6.912 -5.217 -2.297
91 O 2.059 -0.222 5.056
92 P 1.993 -1.680 5.269
93 O 3.272 -2.370 4.580
94 C 4.580 -2.066 5.080
95 C 4.856 -2.728 6.418
96 O 0.833 -2.188 4.251
97 C 0.008 -1.261 3.555
98 C 0.564 -0.973 2.177
99 O 1.656 -2.824 6.349
100 C 1.089 -2.437 7.624
101 C -0.267 -1.779 7.467
102 H 4.705 -0.982 5.152
103 H 5.284 -2.432 4.334
104 H 4.243 -2.289 7.209
105 H 5.902 -2.602 6.697
106 H 4.623 -3.791 6.376
107 H -0.119 -0.343 4.127
108 H -0.978 -1.723 3.466
109 H 1.609 -0.660 2.235
110 H -0.013 -0.193 1.680
111 H 0.535 -1.873 1.559
112 H 1.783 -1.772 8.143
113 H 1.005 -3.349 8.212
114 H -0.183 -0.822 6.945
115 H -0.713 -1.589 8.443
116 H -0.936 -2.412 6.885

These are the Löwdin partial charges, in e, on atoms 1 to 99:
1 C -0.090
2 C -0.256
3 C -0.189
4 C -0.162
5 C -0.146
6 C -0.117
7 C -0.153
8 O -0.086
9 C -0.080
10 C -0.194
11 O -0.127
12 C -0.229
13 C -0.048
14 C 0.101
15 C -0.364
16 O 0.144
17 O -0.036
18 C -0.010
19 C -0.130
20 C -0.122
21 C -0.216
22 C -0.038
23 C -0.040
24 C -0.271
25 C -0.043
26 C -0.023
27 C -0.035
28 C -0.603
29 Br 0.923
30 N -0.333
31 S 0.899
32 H 0.069
33 H 0.070
34 H 0.070
35 H 0.101
36 H 0.088
37 H 0.118
38 H 0.112
39 H 0.122
40 H 0.072
41 H 0.122
42 H 0.084
43 H 0.131
44 H 0.141
45 H 0.139
46 H 0.108
47 H 0.127
48 H 0.075
49 H 0.076
50 H 0.072
51 H 0.073
52 H 0.081
53 H 0.115
54 H 0.073
55 H 0.056
56 H 0.120
57 H 0.098
58 H 0.114
59 H 0.079
60 H 0.077
61 H 0.085
62 H 0.117
63 H 0.109
64 H -0.064
65 O -0.226
66 P 0.473
67 O -0.180
68 C -0.274
69 C -0.071
70 O -0.190
71 C -0.294
72 C -0.073
73 O -0.176
74 C -0.251
75 C -0.075
76 H 0.106
77 H 0.114
78 H 0.066
79 H 0.081
80 H 0.087
81 H 0.098
82 H 0.119
83 H 0.071
84 H 0.068
85 H 0.080
86 H 0.114
87 H 0.122
88 H 0.071
89 H 0.083
90 H 0.088
91 O -0.223
92 P 0.466
93 O -0.188
94 C -0.272
95 C -0.075
96 O -0.193
97 C -0.280
98 C -0.068
99 O -0.180

Number 1: electronic energy -207978.380 eV, orbital gap 7.9 eV. Number 2: electronic energy -163864.779 eV, orbital gap 6.4 eV.